Entry 1:
{"formula": "C20H18N2O3", "method": "wB97M-V/def2-TZVPD", "symbols": ["H", "H", "H", "C", "H", "H", "C", "C", "H", "C", "H", "H", "C", "C", "C", "C", "C", "H", "C", "H", "C", "C", "C", "C", "H", "C", "C", "H", "O", "H", "H", "N", "C", "C", "O", "C", "N", "H", "C", "H", "H", "H", "O"], "xyz": [[-2.1829, -0.3772, 0.1917], [-1.6442, 1.0964, -4.9291], [-1.4649, 3.6337, 0.2366], [2.3798, -1.3770, -2.3640], [3.9951, 0.1538, -4.6718], [3.4444, -1.4084, 0.6804], [-1.1193, -4.5199, 3.7580], [1.3125, -0.8890, 1.8805], [1.8449, -0.8964, 2.9489], [1.5777, -1.1545, -0.9144], [2.8875, 1.8695, -6.6705], [-0.7027, -0.4658, 4.0722], [2.1792, 1.3295, -5.8757], [-1.2814, -0.2444, 3.0523], [0.1897, -0.1009, -3.7355], [1.8300, -0.3978, -3.6029], [2.2944, -1.1864, 0.5599], [-2.1544, -4.8315, 3.9334], [-0.4897, 0.8733, -4.8660], [-2.2333, -0.9207, 2.9109], [-0.0534, -0.8865, -1.0535], [-1.0355, -0.6030, 0.2296], [0.5329, 1.6092, -5.9560], [-0.7415, -0.8639, -2.5750], [1.0775, 2.1843, 2.3975], [-2.0441, 3.1017, 1.1343], [-0.7776, -3.3110, 4.5262], [-2.5145, 3.9341, 1.8090], [3.4073, -2.2425, -2.5073], [0.0930, 2.3372, -6.7761], [0.1093, 3.5421, 3.2867], [-1.0249, 2.2260, 1.8286], [-0.3085, -0.5823, 1.7355], [2.8203, 0.3308, -4.7027], [-2.4858, 1.9494, 3.8242], [-1.6227, 1.3862, 2.9356], [-0.5077, -2.3558, 5.1332], [-2.9159, 2.4872, 0.6041], [0.2095, 2.9848, 2.2626], [-1.0081, -4.3592, 2.6804], [-0.4770, -5.3652, 4.0270], [0.5562, 3.6942, 1.3689], [-1.9511, -1.3841, -2.8077]], "forces_ev_per_angstrom": [[2.5249, -0.5566, -0.3048], [2.6640, -0.7238, 0.3328], [-1.1994, -1.1371, 2.0245], [3.4236, -2.6284, -0.1763], [-2.9191, 0.3815, -0.0115], [-2.6861, 0.5240, -0.3226], [-0.0627, -0.2012, -0.1314], [-1.3306, 0.0512, -3.1718], [-1.5028, 0.0487, -2.5808], [-1.6090, 0.4173, 2.1419], [-1.7195, -1.4200, 2.0775], [-1.5476, 0.5442, -2.4189], [-2.7484, -1.5488, 2.5238], [1.6725, 0.8141, -1.6737], [1.2515, 0.8708, -1.1153], [-1.2800, 2.2771, -2.6785], [-4.6529, 0.7512, -0.8505], [0.1713, 0.2457, 0.1228], [4.7017, -0.5082, -0.1110], [1.7389, 1.7089, 0.6160], [0.2074, 0.3002, 2.3398], [5.1200, -0.8396, 0.8296], [1.7832, -2.5798, 3.0435], [-3.5860, -1.3621, -0.5680], [-1.7458, 1.6401, -0.2548], [-0.2951, 0.8370, -1.1263], [0.3316, 1.0087, 0.7190], [0.8320, -1.5916, -1.1226], [-6.4628, 5.7361, 0.8946], [1.0690, -1.7343, 1.9287], [-0.0522, -0.7368, -2.0160], [-1.1029, -0.1870, 1.2623], [2.0813, -0.9486, -2.6425], [-3.6639, 0.4657, -0.1951], [5.2330, -3.6775, -5.5646], [-4.0947, 2.7185, 3.9669], [-0.3876, -1.8019, -0.9343], [1.9611, 1.0731, 1.4628], [1.4148, -0.6830, -0.1788], [0.0648, 0.2132, 0.2302], [-0.0115, 0.3108, 0.1025], [-0.9454, -1.4832, 2.1266], [7.3596, 3.4115, 1.4040]], "relative_energy_ev": 24.0004, "orbital_gap_ev": 7.11, "total_charge": 0}


Entry 2:
{"formula": "C26H41BBrFN3O8", "method": "wB97M-V/def2-TZVPD", "symbols": ["O", "C", "B", "H", "C", "H", "H", "H", "H", "H", "H", "C", "H", "H", "C", "H", "C", "H", "H", "H", "H", "C", "C", "O", "C", "Br", "H", "O", "C", "C", "C", "H", "H", "C", "C", "C", "H", "H", "H", "O", "F", "O", "C", "H", "N", "H", "N", "H", "H", "H", "H", "C", "N", "C", "C", "C", "C", "H", "H", "H", "C", "O", "H", "H", "O", "H", "H", "H", "C", "H", "H", "H", "C", "C", "H", "H", "C", "O", "C", "H", "H"], "xyz": [[-0.4383, -3.6076, 0.4368], [1.2050, 0.7396, -1.9409], [-1.5213, 0.1432, -4.5572], [1.9395, -0.6369, -4.5488], [-1.8467, -2.3794, -1.0254], [3.6370, 1.0680, 0.2469], [-0.9505, -4.7007, -2.4020], [3.7863, 0.7158, -4.1719], [-2.4287, 4.2312, -1.0678], [-1.8906, -1.4172, -5.6175], [-4.3981, 1.4000, 2.5015], [-1.1257, -3.6211, -0.5583], [-0.6745, 5.1881, 4.8492], [-1.9359, -4.9948, 1.7694], [-3.0594, 4.1327, 0.9899], [3.0891, 1.7769, -1.7857], [-2.8495, 3.6239, -0.2818], [7.7515, -1.2115, -3.3353], [3.0130, 1.7132, -5.4542], [-2.7338, 1.4752, -5.2896], [-3.6207, 5.9710, 7.1416], [2.9116, 1.2803, -4.4666], [-3.5975, 3.3512, 2.0063], [5.2210, 0.1012, -2.1608], [2.6674, -0.7492, 0.3539], [-0.3050, 0.9694, 0.5988], [-0.7791, -4.6737, 3.0667], [-1.8100, 1.2035, -5.3566], [6.8212, -0.8596, -0.6836], [0.0636, 0.7612, -1.2010], [-2.5707, 4.7441, 5.7490], [-1.6061, -5.2473, 5.5583], [2.7847, 2.0996, -3.7678], [-2.5915, 5.7554, 6.8662], [-3.9629, 2.0327, 1.7450], [-2.9720, 1.7124, -1.8424], [-2.9232, -2.5531, -1.0518], [2.4410, -0.7777, 1.4180], [-0.6333, 3.8725, 6.0408], [-3.2825, 2.1794, -2.8766], [0.8943, 0.7025, -5.5525], [-3.5926, 4.2906, 5.2860], [-1.5552, -5.3545, 2.7164], [-3.7511, 3.7530, 2.9956], [-0.9826, 0.5398, -2.1088], [3.6076, -1.2902, 0.2326], [0.8182, 0.5452, -3.2762], [-2.3595, -5.1478, -1.4179], [-1.5045, -2.1109, -2.0263], [-1.9521, -6.9165, 5.0609], [6.9306, 0.2187, -3.9911], [-1.2146, 4.3220, 5.2348], [2.7780, 0.6436, -0.0618], [2.6313, 0.8446, -1.4789], [6.3628, -0.2864, -1.9970], [-0.5050, 0.4111, -3.3355], [-3.7552, 1.5028, 0.4813], [7.1674, -1.8841, -0.8250], [-2.7839, 5.1512, 1.2187], [-1.6358, -1.5660, -0.3350], [7.3825, -0.2122, -3.1008], [-2.3141, 0.4117, -1.8732], [8.2224, 0.4105, -2.7906], [3.1984, 0.0664, -2.0073], [-3.8110, -5.0942, 3.4093], [1.8551, -1.2577, -0.1550], [-0.7366, -5.6840, -0.9397], [-2.1064, 6.6781, 6.5445], [-1.3047, -4.8701, -1.3837], [-2.0635, 5.3626, 7.7363], [-4.0193, 0.4774, 0.2691], [5.9995, -0.8578, 0.0288], [-2.6866, -5.4185, 3.7133], [1.6657, 0.4139, -4.4619], [-1.3381, 3.5931, 4.4361], [7.6408, -0.2618, -0.2829], [-2.3512, -5.9021, 5.1038], [-2.0818, -1.0888, -4.7305], [-3.2016, 2.2985, -0.5217], [-1.1230, -6.3468, 2.5748], [-3.2496, -5.8986, 5.7163]], "forces_ev_per_angstrom": [[0.1336, 0.1199, -0.1293], [0.0120, 0.4479, 0.3624], [-0.2843, 0.4079, -0.7127], [-0.0601, -0.1356, -0.0052], [0.1686, -0.0550, 0.2338], [0.0805, -0.0490, 0.0745], [-0.1286, 0.0131, -0.0489], [0.1766, -0.0502, -0.0498], [0.0393, 0.0599, -0.0837], [-0.6145, -0.0389, -0.1634], [-0.0545, 0.0711, 0.2047], [-0.0064, -0.0094, -0.0002], [0.0762, 0.0096, 0.1132], [-0.0225, 0.0159, -0.0340], [0.1508, 0.1162, 0.2214], [-0.0707, 0.2633, 0.1180], [-0.3465, -0.1941, 0.1451], [0.1190, 0.0197, 0.0717], [0.1458, -0.1367, -0.2006], [-0.0676, -0.0410, -0.3760], [-0.0043, -0.0059, -0.0052], [-0.6105, 0.2901, 0.4304], [-0.1528, -0.3240, -0.2550], [0.5230, -0.1014, 0.0109], [0.4582, 0.3356, 0.6548], [0.1339, -0.0354, -0.0676], [0.0882, -0.0828, -0.0038], [0.1351, 0.2107, 0.4968], [-0.2569, 0.0775, 0.0471], [-0.5653, -0.1660, -0.0218], [0.0049, 0.0284, 0.0661], [0.0987, -0.0855, -0.0243], [0.0672, 0.2342, -0.0599], [-0.2203, -0.0477, -0.0321], [0.0966, -0.0048, -0.3723], [-0.1240, 0.6057, 0.1104], [-0.0008, -0.0073, -0.1558], [-0.1301, -0.0388, 0.0763], [0.0702, 0.1058, 0.0174], [0.0455, 0.1639, -0.9241], [-0.4959, 0.0427, 0.0875], [0.0184, -0.0131, -0.0979], [-0.2426, -0.0614, 0.0635], [0.0334, 0.1157, 0.1272], [0.7648, 0.2864, -0.0270], [-0.0352, -0.2556, -0.3529], [-0.3374, 0.2176, 0.7243], [-0.0140, 0.0480, -0.1167], [-0.1642, -0.0830, -0.1074], [0.1228, 0.0405, 0.0153], [0.0051, 0.0030, 0.0004], [-0.1485, -0.1133, -0.1448], [-0.6374, 0.2787, -0.0749], [0.2592, -1.0168, -0.3476], [0.0276, 0.0209, -0.0701], [-0.7125, -0.3060, -0.5522], [0.1476, 0.1924, 0.1170], [0.1308, 0.0350, 0.0026], [0.0285, 0.1160, -0.0909], [-0.0092, -0.0280, 0.0353], [-0.2194, 0.0868, -0.1136], [0.0171, -0.2198, 0.6374], [0.0797, -0.1075, 0.0273], [-0.2356, 0.1711, -0.2158], [-0.0060, 0.0238, -0.0074], [-0.0379, -0.0499, -0.1765], [0.0032, 0.0034, 0.0046], [0.1121, -0.0290, 0.0654], [0.1282, -0.0675, 0.1851], [0.1077, 0.0718, -0.0254], [0.0058, -0.1153, 0.0030], [-0.0079, -0.0016, 0.0059], [0.0107, -0.0190, 0.0090], [1.1667, -0.5688, -0.2811], [-0.0051, -0.0030, 0.0051], [0.0980, -0.0922, -0.0415], [-0.2262, 0.0441, 0.0101], [0.9944, -0.1632, 0.4732], [0.0632, -0.5069, 0.4357], [0.1125, 0.0335, 0.0872], [-0.0057, 0.0021, -0.0074]], "orbital_gap_ev": 8.37, "total_charge": 1}


Entry 3:
{"formula": "C5H5NO2", "method": "wB97M-V/def2-TZVPD", "symbols": ["H", "C", "H", "H", "H", "O", "N", "C", "C", "O", "C", "H", "C"], "xyz": [[1.6616, -2.1763, 0.2394], [1.7901, -1.1917, -0.0075], [0.9603, 1.4969, -0.9776], [-0.0888, 0.7456, 1.5781], [-1.8119, 1.5980, -0.6878], [-0.4698, -1.0689, 0.5281], [-0.0684, 1.4803, 0.7640], [-1.1641, 0.9323, -0.1943], [-1.6865, -0.5027, -0.1036], [-2.8401, -0.9205, -0.0293], [0.4321, 0.7892, -0.4334], [2.5503, -0.6778, -0.6506], [0.7352, -0.5044, -0.0255]], "forces_ev_per_angstrom": [[0.7094, -2.3708, 0.7337], [3.5600, 0.9962, -2.3485], [1.0903, 0.4199, -1.5764], [0.2568, 2.0081, -1.6733], [-0.1939, 1.1337, -0.5274], [-1.3440, -1.5553, -1.4674], [-2.8121, -2.3973, 1.2516], [2.7401, -0.6020, -0.9458], [0.0934, 1.4326, 4.2182], [4.1948, 0.5238, -0.9238], [-3.8199, 2.9440, 1.6134], [0.0766, -1.2344, 1.1498], [-4.5515, -1.2985, 0.4959]], "relative_energy_ev": 4.0958, "orbital_gap_ev": 10.18, "total_charge": 0}